Here is a 7-piece molecular cluster, C36H93N7O11 overall from the Open Molecules 2025 dataset. Energies are from ωB97M-V/def2-TZVPD.

The value obtained for the total energy is -2638.05513 a.u. Its energy above the lowest of the compared OMol25 structures with the same formula, charge and spin is 166.5 kJ/mol. As for the HOMO energy: -0.3051 hartree. As for the structure (SMILES): COC[C@H](C)N.COC[C@H](C)N.COC[C@H](C)N.COCCNCCOC.COCCNCCOC.COCCNCCOC.COCCNCCOC.

```
! wB97M-V def2-TZVPD RIJCOSX def2/J DEFGRID3
* xyz 0 1
C -0.04268 1.03353 4.53962
O 0.82143 0.32937 5.42720
C 0.26345 0.20935 6.70547
C 0.76295 -1.02681 7.38804
N 0.15207 -1.12429 8.68350
C 0.62886 -2.20703 9.52976
C -0.32913 -2.54045 10.64268
O 0.03336 -1.77593 11.77493
C -0.72942 -2.08835 12.90245
H 0.52809 1.29188 3.65167
H -0.37761 1.94836 5.03706
H -0.86811 0.36813 4.27246
H -0.83387 0.16751 6.63005
H 0.44392 1.13805 7.27391
H 1.86363 -1.04214 7.43283
H 0.45440 -1.89105 6.79067
H 0.03304 -0.22934 9.13287
H 1.64681 -2.01824 9.91016
H 0.80216 -3.05390 8.85475
H -0.21432 -3.60474 10.89196
H -1.35416 -2.32002 10.33700
H -1.81046 -2.05186 12.70727
H -0.52305 -1.34503 13.67678
H -0.50247 -3.06061 13.36431
C -1.60227 -3.65032 -2.01122
O -1.61224 -5.03941 -1.84342
C -2.82486 -5.53727 -1.27970
C -4.02003 -5.42178 -2.20308
N -4.06791 -6.58337 -3.08099
C -4.94950 -6.41829 -4.22138
C -4.39991 -5.53767 -5.35363
O -4.66213 -6.20453 -6.58088
C -4.10559 -5.52213 -7.65481
H -2.48624 -3.24876 -2.52066
H -0.70159 -3.40251 -2.56581
H -1.60740 -3.12015 -1.04627
H -2.94981 -4.98740 -0.33818
H -2.67900 -6.59764 -1.08872
H -4.09886 -4.47535 -2.75567
H -4.92440 -5.40777 -1.57728
H -3.13208 -6.75605 -3.43983
H -5.88253 -5.97817 -3.86344
H -5.13964 -7.40288 -4.64553
H -3.30783 -5.42319 -5.26918
H -4.84780 -4.53773 -5.40466
H -4.34395 -6.04562 -8.58405
H -3.02258 -5.38369 -7.59043
H -4.59843 -4.54377 -7.79937
C 5.00848 -3.21852 0.53872
O 4.25246 -2.94129 -0.61710
C 3.13924 -3.78064 -0.75313
C 2.49921 -3.49705 -2.07829
N 3.37125 -3.87332 -3.20703
C 2.98200 -3.25661 -4.47216
C 3.51617 -1.86950 -4.80030
O 4.89781 -1.75455 -4.47495
C 5.17841 -0.91848 -3.37026
H 5.78548 -2.45595 0.59845
H 5.49841 -4.18829 0.43814
H 4.36003 -3.07729 1.40862
H 2.40431 -3.58811 0.04642
H 3.37819 -4.85419 -0.67867
H 2.30439 -2.40480 -2.08004
H 1.53626 -3.99781 -2.17969
H 4.28750 -3.48223 -2.99025
H 1.88065 -3.22363 -4.56061
H 3.16734 -3.94471 -5.30541
H 2.86024 -1.03027 -4.54807
H 3.53892 -1.82499 -5.90012
H 5.01991 -1.43458 -2.41818
H 4.58938 -0.00458 -3.42060
H 6.22887 -0.63495 -3.45741
C 2.97495 2.87013 -0.57208
O 2.29498 4.00102 -1.02846
C 2.41775 4.15307 -2.41587
C 2.20885 5.61520 -2.81417
N 2.84138 5.85313 -4.08087
C 2.98240 7.18220 -4.60155
C 1.68380 7.85957 -5.03510
O 0.73270 8.08956 -4.02932
C 1.13607 9.04089 -3.08079
H 4.06162 3.00224 -0.69155
H 2.76688 1.91970 -1.08713
H 2.76258 2.62494 0.46894
H 1.70034 3.54938 -2.98437
H 3.44367 3.90383 -2.72503
H 2.59992 6.27150 -2.02616
H 1.12919 5.80468 -2.86340
H 3.22575 5.10136 -4.61462
H 3.55710 7.09083 -5.52758
H 3.52991 7.84474 -3.91680
H 1.17360 7.20922 -5.75174
H 1.93344 8.77310 -5.60149
H 1.39589 9.99765 -3.56297
H 2.00958 8.71430 -2.51024
H 0.30268 9.25504 -2.41623
C 5.68809 0.50318 3.99140
C 4.27960 1.07452 3.94338
C 4.25743 2.53446 3.63001
O 2.90465 2.94963 3.60446
C 2.73132 4.22766 3.06153
N 3.48105 0.35523 2.93744
H 6.22454 0.99607 4.80961
H 6.26669 0.74949 3.09725
H 5.67908 -0.57041 4.16141
H 3.85237 0.96767 4.95420
H 4.79747 2.72628 2.69100
H 4.73525 3.11921 4.42874
H 3.41983 4.97443 3.47259
H 1.69291 4.53138 3.19652
H 2.85823 4.23956 1.96648
H 3.42120 -0.62748 3.19125
H 2.51424 0.65814 3.02335
C -1.03799 -0.33988 -0.73108
C -0.09991 0.73015 -0.19622
C -0.76043 1.60563 0.87513
O -1.85439 2.31165 0.31745
C -1.50475 3.60253 -0.11212
N 1.08534 0.09803 0.38854
H -1.35988 -0.98718 0.08806
H -0.54986 -0.97448 -1.47915
H -1.87488 0.07093 -1.29958
H 0.16028 1.35003 -1.07374
H 0.01980 2.26817 1.26948
H -1.10632 0.87186 1.60850
H -0.65507 3.63049 -0.80344
H -1.19805 4.21594 0.75105
H -2.39545 4.06977 -0.52292
H 1.78046 -0.14955 -0.30667
H 1.54771 0.79081 0.97463
C -8.01428 0.70313 -4.08924
C -7.81405 0.15232 -2.68304
C -6.85968 0.98065 -1.89214
O -5.58264 0.87918 -2.44048
C -4.72891 1.90122 -1.98060
N -9.11103 0.18174 -1.99224
H -7.12537 1.22912 -4.43062
H -8.86001 1.39687 -4.08736
H -8.29170 -0.08072 -4.79529
H -7.47539 -0.88309 -2.81595
H -6.90335 0.73133 -0.81672
H -7.17246 2.03976 -1.91493
H -4.64583 1.72753 -0.89797
H -5.20731 2.88622 -2.08379
H -3.76121 1.90834 -2.46576
H -9.05627 -0.33920 -1.11685
H -9.82334 -0.34024 -2.49429
*
```

Here is a 11-piece molecular cluster, C36H95NO12 overall from the Open Molecules 2025 dataset. Energies are from ωB97M-V/def2-TZVPD.

The value obtained for the total energy is -2386.04519 a.u. Its energy above the lowest of the compared OMol25 structures with the same formula, charge and spin is 384.3 kJ/mol. As for the HOMO energy: -0.3220 hartree. As for the structure (SMILES): COCCNCCOC.CC(C)O.CC(C)O.CC(C)O.CC(C)O.CC(C)O.CC(C)O.CC(C)O.CC(C)O.CC(C)O.CC(C)O.

```
! wB97M-V def2-TZVPD RIJCOSX def2/J DEFGRID3
* xyz 0 1
C -2.58447 0.66723 -4.22757
O -2.96308 1.97498 -3.69983
C -4.04161 2.62749 -4.28696
C -4.05183 4.05391 -3.67361
N -4.25253 3.95067 -2.28527
C -3.98352 5.18054 -1.51993
C -2.51270 5.53363 -1.26095
O -1.91556 4.42239 -0.54488
C -0.57585 4.64146 -0.11782
H -2.30522 0.70444 -5.28053
H -3.30632 -0.13218 -4.06030
H -1.70418 0.34928 -3.66891
H -4.91118 1.99178 -4.12012
H -3.95251 2.71448 -5.36982
H -4.90781 4.61938 -4.04190
H -3.19116 4.65284 -3.97134
H -3.62390 3.18947 -2.07196
H -4.54057 5.15881 -0.58328
H -4.34119 6.05025 -2.07110
H -2.53308 6.47841 -0.71775
H -1.97819 5.71599 -2.19323
H -0.05216 4.85526 -1.04957
H -0.11996 3.76382 0.34045
H -0.42150 5.49073 0.54777
C 6.87179 -3.65937 -2.41571
C 6.97686 -2.22920 -1.79527
C 6.69695 -2.20331 -0.34215
O 8.26943 -1.75181 -2.00855
H 6.01898 -4.25174 -2.08417
H 7.74525 -4.24516 -2.12934
H 6.88879 -3.59103 -3.50344
H 6.34062 -1.56314 -2.37808
H 6.83052 -1.20005 0.06247
H 7.27981 -2.81594 0.34564
H 5.66867 -2.55342 -0.25182
H 8.91234 -2.32100 -1.57926
C -3.99543 -2.17399 8.13850
C -3.67613 -1.37201 9.43107
C -4.91257 -1.07882 10.23389
O -2.74063 -2.09774 10.17514
H -3.07509 -2.29624 7.56743
H -4.79601 -1.73729 7.54145
H -4.36552 -3.13553 8.49427
H -3.09977 -0.45972 9.27735
H -5.53524 -0.28508 9.82115
H -4.64542 -0.93897 11.28135
H -5.55489 -1.95669 10.16408
H -3.16570 -2.91758 10.43740
C -6.74307 -0.33044 0.49746
C -8.13318 0.29090 0.37846
C -9.07867 -0.00248 1.55603
O -7.91589 1.63356 0.45807
H -6.00995 0.10926 -0.17878
H -6.76103 -1.40387 0.30895
H -6.35206 -0.18067 1.50383
H -8.56436 -0.05698 -0.56025
H -9.25764 -1.07514 1.48216
H -10.03381 0.51084 1.44506
H -8.62485 0.25166 2.51392
H -7.15878 1.87147 -0.08208
C 8.43166 5.01251 -0.15057
C 7.83415 3.65348 -0.52037
C 6.32866 3.58276 -0.53247
O 8.29509 3.28869 -1.80318
H 7.96042 5.80654 -0.72984
H 9.49365 5.07990 -0.38666
H 8.20927 5.26590 0.88598
H 8.23753 2.93157 0.18973
H 5.93422 4.41056 -1.12177
H 6.12543 3.50222 0.53539
H 5.95679 2.63964 -0.93289
H 8.08739 2.35936 -1.92487
C 1.77315 3.41081 -5.35256
C 1.40113 3.69175 -6.83608
C 0.50230 4.87925 -7.13671
O 2.62797 3.94392 -7.53110
H 0.96099 3.47965 -4.62885
H 2.54511 4.08131 -4.97493
H 2.10367 2.37975 -5.22693
H 0.99605 2.77244 -7.25901
H 0.74453 5.82353 -6.64912
H -0.50862 4.79311 -6.73830
H 0.51102 5.05414 -8.21255
H 2.76361 4.88957 -7.62570
C 0.88467 -8.69453 -0.38338
C 1.76388 -8.13253 -1.49178
C 1.79578 -9.00877 -2.68206
O 1.33393 -6.86370 -2.00945
H 1.48119 -9.41823 0.17207
H 0.09346 -9.30566 -0.81767
H 0.57224 -7.92944 0.32733
H 2.75900 -7.95671 -1.08322
H 0.83916 -9.04339 -3.20337
H 2.04993 -10.05432 -2.50787
H 2.50754 -8.59149 -3.39435
H 1.28043 -6.26747 -1.25894
C -0.80642 -0.70741 1.67132
C -0.01225 -1.43284 0.63195
C 0.92361 -0.56682 -0.17206
O 0.77262 -2.48502 1.17894
H -0.17092 -0.10331 2.31885
H -1.36696 -1.42817 2.26661
H -1.54825 -0.06974 1.19050
H -0.69907 -1.95152 -0.03689
H 1.68637 -0.02663 0.38872
H 0.42836 0.21513 -0.74774
H 1.55019 -1.13993 -0.85549
H 1.48690 -2.08097 1.67708
C 5.36924 -2.57118 5.86232
C 3.78474 -2.43047 5.87597
C 3.24821 -1.74240 7.15460
O 3.51830 -1.53311 4.86134
H 5.63784 -3.32279 6.60465
H 5.84671 -1.64936 6.19454
H 5.85039 -2.87804 4.93365
H 3.32991 -3.39110 5.63428
H 3.18589 -0.65419 7.15093
H 3.93207 -1.93928 7.98024
H 2.27926 -2.07648 7.52558
H 3.89872 -0.68424 5.09862
C 1.06687 -2.79967 -8.69706
C 1.47535 -3.91019 -7.77715
C 2.59480 -3.48283 -6.79725
O 0.38365 -4.34180 -7.03035
H 0.69874 -1.91734 -8.17356
H 0.38137 -3.17831 -9.45524
H 1.91223 -2.42335 -9.27313
H 1.80191 -4.71486 -8.43589
H 2.78844 -4.28091 -6.08057
H 2.29069 -2.58957 -6.25161
H 3.51486 -3.21433 -7.31638
H 0.56185 -4.38601 -6.08807
C -4.61086 3.85530 4.73146
C -5.95684 3.47079 5.40242
C -6.07775 3.88373 6.85386
O -7.03411 3.97430 4.62073
H -4.46528 4.93309 4.65871
H -4.57741 3.41364 3.73551
H -3.74621 3.48141 5.27980
H -6.07193 2.39365 5.28149
H -7.08277 4.01037 7.25635
H -5.60678 4.85990 6.96956
H -5.45433 3.25964 7.49414
H -7.12205 3.44879 3.82217
*
```

Question: Look up the energy above the lowest of the compared OMol25 structures with the same formula, charge and spin of the first one.
Answer: 166.5 kJ/mol

Question: Which value of energy above the lowest of the compared OMol25 structures with the same formula, charge and spin does entry 1 give?
Answer: 166.5 kJ/mol

Question: Which of these has the highest energy above the lowest of the compared OMol25 structures with the same formula, charge and spin?
Answer: C36H95NO12